# 1
{
  "formula": "C16H39F2InN4O7P",
  "method": "ωB97M-V/def2-TZVPD",
  "largest_force_ev_per_a": 0.56,
  "gap_ha": 0.2164,
  "energy_ev": -57418.4195,
  "charge": -1,
  "symbols": ["H", "H", "H", "N", "O", "H", "H", "C", "C", "P", "H", "H", "H", "H", "O", "H", "H", "C", "H", "In", "C", "C", "O", "F", "C", "H", "H", "H", "F", "H", "H", "H", "O", "H", "H", "C", "C", "H", "O", "N", "H", "N", "O", "H", "C", "H", "H", "H", "C", "H", "H", "C", "H", "H", "H", "C", "H", "H", "H", "H", "C", "C", "H", "N", "H", "C", "H", "O", "C", "H"],
  "xyz": [[1.45, -2.79, 1.25], [2.68, 6.15, 2.84], [3.12, -5.87, -6.81], [0.10, 4.07, 2.53], [-0.51, -0.15, 1.81], [2.16, 6.36, -2.73], [0.81, 4.21, 0.57], [0.02, 3.72, 1.12], [-4.86, -0.32, 4.51], [-1.23, -0.86, 3.15], [-5.38, -0.95, 0.53], [3.09, 8.30, -4.02], [-4.19, -0.38, 5.37], [2.40, -1.70, 0.22], [3.39, 5.48, -0.88], [5.24, 7.92, -1.38], [2.65, 4.77, 1.73], [3.51, -6.32, -4.73], [-0.58, 3.67, 3.16], [-3.69, -0.36, 2.62], [1.43, -2.19, 0.34], [2.04, 5.52, 2.23], [0.72, -4.93, -1.92], [-6.46, -3.04, 0.96], [-5.10, -2.89, 1.35], [3.52, 9.01, -2.47], [0.13, 2.65, 0.99], [3.96, 8.47, -0.28], [-3.52, 1.57, 1.96], [-1.07, 0.60, 1.58], [-0.94, 4.03, 0.72], [0.63, -4.88, -4.68], [0.97, 5.11, 4.33], [0.33, -6.55, -4.24], [2.83, -7.55, -6.37], [4.49, 7.59, -0.66], [0.94, -4.35, -0.85], [-7.34, -0.13, 4.04], [-5.81, -1.38, 4.65], [2.34, -5.96, -4.16], [-3.80, -1.63, 0.18], [2.79, 7.06, -2.35], [4.55, -6.34, -4.10], [1.11, -2.58, -1.72], [1.02, -5.89, -4.77], [1.94, -5.00, 0.94], [0.20, -4.70, 1.14], [2.39, -5.72, -3.18], [2.81, 8.37, -2.97], [4.49, -6.95, -6.50], [-4.57, -3.69, 0.83], [3.48, -6.70, -6.20], [-7.74, -1.86, 4.27], [0.66, -1.43, 0.46], [-0.61, -2.86, 3.51], [-6.98, -1.16, 3.91], [-6.83, -1.33, 2.84], [1.82, 8.84, -2.91], [-5.09, -3.08, 2.42], [1.07, -6.17, -5.81], [0.96, -5.09, 0.46], [1.00, 4.89, 3.13], [-5.37, 0.65, 4.59], [1.16, -3.02, -0.82], [0.76, -6.14, 0.26], [3.52, 6.62, -1.29], [1.57, 6.14, 1.46], [-0.99, -2.47, 2.72], [-4.56, -1.52, 0.96], [4.98, 7.08, 0.16]]
}

***

# 2
{
  "formula": "C16H39Hg3NO16",
  "method": "ωB97M-V/def2-TZVPD",
  "largest_force_ev_per_a": 11.06,
  "gap_ha": 0.1766,
  "energy_ev": -63972.6662,
  "charge": 2,
  "symbols": ["H", "H", "H", "H", "O", "H", "C", "H", "H", "H", "H", "O", "C", "O", "H", "H", "C", "C", "H", "H", "C", "C", "C", "C", "H", "O", "C", "C", "O", "N", "O", "H", "H", "H", "H", "O", "C", "O", "C", "H", "C", "H", "Hg", "H", "C", "H", "O", "H", "C", "O", "H", "Hg", "H", "O", "H", "H", "O", "H", "O", "H", "H", "Hg", "O", "H", "O", "H", "H", "C", "H", "H", "O", "H", "H", "H", "H"],
  "xyz": [[-5.26, 3.08, 1.31], [-1.63, -3.14, 2.01], [-0.65, -2.01, -1.67], [4.30, -3.20, -0.99], [-1.24, -0.75, 1.07], [0.29, 5.81, 1.41], [4.69, 1.54, -2.76], [-0.49, 0.17, -2.65], [-3.71, 4.77, 0.42], [-2.33, -1.17, -4.31], [4.10, -4.49, 1.09], [2.23, -0.05, 2.25], [-3.77, 3.86, -0.17], [0.70, 0.70, 3.55], [-1.88, 3.67, 2.62], [-1.57, -5.14, 0.68], [-1.26, -3.46, -0.65], [3.37, -3.18, -0.42], [-5.42, 1.18, 0.59], [-1.24, -4.25, -1.40], [-1.13, 0.42, 0.67], [2.73, -1.65, -2.06], [2.53, -3.73, 3.07], [-4.42, 2.72, 0.72], [-2.46, 3.25, -1.56], [0.07, 4.02, 0.57], [-3.13, 0.02, -2.74], [-1.13, 4.45, 2.76], [-2.93, 1.19, -2.02], [2.86, -1.82, -0.54], [-0.79, -0.51, -3.25], [1.61, -3.73, 3.65], [2.54, 0.18, -3.42], [-3.59, 1.17, -1.32], [-2.06, 0.37, -4.69], [-0.77, -3.49, 1.77], [-0.48, 5.03, 1.41], [-2.43, 3.65, -0.69], [-0.89, -4.29, 0.61], [-4.15, 0.04, -3.14], [3.63, -3.51, 1.03], [2.90, -4.76, 3.09], [-1.45, -0.41, 3.32], [-2.24, -3.02, -0.44], [2.89, -0.06, -2.42], [-1.33, 5.37, 0.82], [-1.26, 1.24, 1.54], [4.15, 2.47, -2.94], [1.49, -0.22, 3.22], [4.05, 0.60, -1.88], [3.58, -1.10, -0.57], [0.90, 2.11, 1.76], [5.70, 1.78, -2.42], [-0.27, -2.53, -0.96], [4.35, -2.78, 1.41], [3.29, -3.11, 3.54], [2.37, -3.36, 1.70], [2.66, -3.83, -0.94], [0.05, 3.88, 3.33], [-0.23, 3.53, 4.18], [4.75, 1.08, -3.75], [0.92, -1.60, 0.93], [0.04, 0.63, 0.21], [-2.98, -0.76, -2.00], [-4.98, 1.72, -0.07], [-3.58, 2.40, 1.34], [0.12, -4.65, 0.43], [-2.11, -0.24, -3.78], [3.47, -2.18, -2.66], [1.77, -2.03, -2.40], [0.85, -1.28, 3.06], [-4.50, 3.99, -0.98], [-1.57, 5.12, 3.50], [-0.68, 3.90, -0.03], [2.01, 0.40, -1.96]]
}

***

# 3
{
  "formula": "C16H39N2O5P",
  "method": "ωB97M-V/def2-TZVPD",
  "largest_force_ev_per_a": 2.71,
  "gap_ha": 0.3239,
  "energy_ev": -39729.8879,
  "symbols": ["O", "H", "C", "H", "H", "H", "H", "H", "H", "O", "H", "C", "H", "H", "C", "H", "H", "H", "H", "H", "H", "H", "H", "O", "C", "P", "N", "H", "H", "H", "C", "H", "H", "H", "H", "H", "N", "H", "H", "H", "H", "H", "C", "O", "C", "H", "H", "C", "C", "C", "O", "C", "H", "C", "H", "H", "C", "H", "C", "H", "H", "C", "C"],
  "xyz": [[-5.86, 3.14, -3.15], [-5.33, 2.56, -1.23], [-6.41, 1.93, -3.65], [1.11, 3.31, 0.15], [2.96, 0.31, -0.52], [7.61, 1.30, 3.59], [-3.19, 2.67, -3.43], [4.81, 0.89, -0.12], [-5.22, -4.44, -3.93], [5.63, -0.38, 4.42], [0.18, 2.50, 1.33], [-7.12, 1.09, -2.60], [6.52, 0.15, 6.22], [4.31, 3.16, -0.63], [6.40, 0.53, 5.20], [-3.90, 1.18, -2.82], [-4.59, 4.01, -1.87], [8.26, 1.61, 5.21], [-5.28, -4.99, -1.50], [-2.95, -1.07, -3.54], [-2.29, -2.45, -2.67], [1.63, 1.18, 2.06], [-3.62, -4.44, -1.31], [3.62, 3.41, -0.01], [6.21, -1.65, 4.19], [3.64, 2.36, 1.26], [4.88, 1.28, 0.81], [2.04, -0.64, 0.68], [7.11, -1.55, 3.57], [-7.91, 1.67, -2.12], [-2.91, -1.56, -2.56], [5.48, -2.19, 3.58], [-3.57, -3.87, -3.79], [6.90, -3.42, 5.19], [-3.96, -5.84, -2.32], [-2.41, -0.89, -1.86], [0.96, 0.36, -0.85], [-7.13, 2.23, -4.41], [-4.27, -2.34, -1.08], [5.04, 0.57, 1.50], [8.40, 0.01, 4.50], [-2.93, 2.17, -1.75], [0.11, 1.44, -0.45], [-5.06, -2.70, -2.96], [0.88, 2.32, 0.52], [5.79, 1.43, 5.28], [5.60, -2.57, 6.03], [2.02, 1.46, 1.10], [-4.51, -3.97, -3.24], [-4.31, -1.89, -2.07], [-1.03, 1.60, -0.83], [-3.66, 2.21, -2.56], [-5.64, 1.34, -4.16], [6.51, -2.44, 5.45], [7.24, -1.94, 6.08], [1.32, 0.67, -1.75], [-4.33, -4.86, -2.02], [-7.56, 0.21, -3.06], [2.06, 0.26, 0.08], [-6.44, 0.76, -1.81], [-4.88, -0.96, -1.97], [7.74, 0.88, 4.59], [-4.89, 2.99, -2.13]]
}